[1]
DFT (ωB97M-V with the def2-TZVPD basis set) results for a molecular structure, C4H16HfN13O19.

Structure (ORCA input):
```
! RIJCOSX wB97M-V def2-TZVPD def2/J DEFGRID3
* xyz -1 1
Hf 0.0006 0.0309 -0.2198
N 1.6207 -2.5522 1.4763
O 1.1258 -1.4378 1.2785
O 2.7305 -2.7780 0.9950
O 1.0291 -3.4193 2.1127
N -2.8458 -2.0756 0.5623
O -1.8086 -1.5678 0.3400
O -3.6040 -1.5871 1.3286
O -3.0176 -3.0989 0.0125
N 1.0575 2.8916 -2.3976
O 0.2438 3.7650 -2.5991
O 0.7774 1.8487 -1.7626
O 2.1871 3.0707 -2.6429
N 1.5753 2.5769 1.8022
O 2.7979 2.5366 1.7810
O 0.9485 3.4077 2.4962
O 1.0563 1.8221 1.0172
N -2.1036 -0.2094 -3.0370
O -1.1165 -0.1496 -2.3607
O -1.9834 -0.1699 -4.2306
O -3.1769 -0.2009 -2.5142
C 3.5740 0.1692 -0.7817
O 2.3062 0.0173 -0.6527
N 4.4360 -0.5310 -0.1241
N 4.0734 1.2450 -1.2683
H 4.0261 -1.2184 0.4919
H 5.3920 -0.2233 -0.0170
H 5.0491 1.4793 -1.3837
H 3.5258 1.7991 -1.9111
C 0.2713 -3.2866 -1.7250
O 0.3174 -2.2582 -1.1124
N 1.1623 -3.8925 -2.4476
N -0.8019 -4.0489 -1.7842
H 1.8962 -3.2492 -2.7076
H 0.8632 -4.7779 -2.8309
H -1.6589 -3.7540 -1.3384
H -0.8123 -4.8570 -2.3900
C -1.0593 0.0394 3.3628
O -0.7753 0.2629 2.2218
N -0.2713 -0.0815 4.3657
N -2.2704 -0.0362 3.7541
H -0.6875 -0.0833 5.2860
H 0.7253 -0.1361 4.2112
H -2.9571 0.2102 3.0557
H -2.6398 -0.6755 4.4433
C -2.3108 2.6612 -0.2462
O -1.5938 1.7562 -0.3075
N -3.4071 2.7580 -0.8648
N -2.1428 3.8080 0.4073
H -3.8304 2.0402 -1.4355
H -3.7246 3.7160 -0.9038
H -2.9699 4.3710 0.5452
H -1.1987 4.0726 0.6497
*
```

Computed properties:
- relative energy (zero: lowest compared OMol25 entry of this formula, charge and spin) (kcal/mol) = 48.7
- E_HOMO (eV) = -6.273

[2]
DFT (ωB97M-V with the def2-TZVPD basis set) results for 5 unconnected molecules or ions with the total composition C20H26O8.

Structure (ORCA input):
```
! RIJCOSX wB97M-V def2-TZVPD def2/J DEFGRID3
* xyz 0 1
O -1.1316 0.3347 2.6006
C -1.0426 1.6887 2.3886
C 0.1584 2.0307 1.6516
C 0.3134 3.4177 1.2026
C -0.6206 4.4037 1.6216
O -0.5766 5.6607 1.2396
C -1.6836 3.9927 2.4286
C -1.9196 2.6537 2.7316
H -1.6656 0.0787 3.2696
H 0.9494 1.2137 1.5006
H 1.3674 3.6807 0.7116
H -0.1776 5.7777 0.3366
H -2.4296 4.6517 2.5876
H -2.8376 2.2697 3.1966
O 4.4494 -4.7903 -0.4574
C 3.5234 -4.9773 0.5886
C 3.9914 -5.2343 1.9226
C 3.1144 -5.3413 2.9966
C 1.6894 -5.0693 2.6896
O 0.8014 -5.1433 3.7436
C 1.2254 -4.7813 1.4336
C 2.1754 -4.6853 0.3446
H 5.2364 -5.3373 -0.2564
H 5.0324 -5.4653 2.0086
H 3.4654 -5.6173 4.0416
H -0.1226 -4.9153 3.7586
H 0.3444 -4.5573 1.2956
H 1.9604 -4.4003 -0.8474
O -2.0466 1.4147 -1.7424
C -1.0426 2.3127 -2.0154
C 0.2984 2.1367 -1.7084
C 1.2484 3.1297 -1.8704
C 0.9424 4.2137 -2.5244
O 1.8414 5.2487 -2.7564
C -0.3576 4.5167 -2.9684
C -1.3816 3.5297 -2.7904
H -1.6606 0.8447 -0.9744
H 0.5384 1.2567 -1.1874
H 2.3864 2.8327 -1.4784
H 1.2854 5.9457 -3.3374
H -0.8586 5.2577 -3.4934
H -2.3966 3.9387 -2.8444
C -3.1776 -1.3963 -3.2254
O -4.1776 -2.2573 -3.7084
H -3.2226 -0.3943 -3.6184
H -2.0306 -1.5823 -3.4764
H -3.2136 -1.1513 -2.0434
H -4.9506 -2.0963 -3.1264
C -0.4086 -1.8593 -0.0704
O -0.9966 -0.5723 -0.2914
H -1.2646 -2.4153 0.4396
H 0.5114 -1.7603 0.4786
H -0.3616 -2.4413 -1.0314
H -1.0936 -0.1923 0.6346
*
```

Computed properties:
- relative energy (zero: lowest compared OMol25 entry of this formula, charge and spin) (kcal/mol) = 0.0
- E_HOMO (eV) = -7.899
- SMILES = Oc1ccc(O)cc1.Oc1ccc(O)cc1.Oc1ccc(O)cc1.CO.CO

[3]
DFT (ωB97M-V with the def2-TZVPD basis set) results for a molecular structure, C33H38N4Pt.

Structure (ORCA input):
```
! RIJCOSX wB97M-V def2-TZVPD def2/J DEFGRID3
* xyz -2 3
Pt 0.5018 0.0544 0.7841
N 0.8204 -2.8487 3.1669
N 0.7419 -2.1209 -0.4668
C 1.1851 1.9413 0.2607
C 2.3070 1.0790 0.5908
C 2.1485 0.6500 1.9559
C 3.0950 -0.2130 2.7410
H 3.8553 -0.6725 2.0881
H 2.5575 -1.0250 3.2615
H 3.6293 0.3978 3.4933
C 0.9309 1.2050 2.4706
C 0.4094 1.0240 3.8676
H 0.8515 1.7681 4.5589
H 0.6532 0.0181 4.2464
H -0.6862 1.1402 3.9047
C 0.3457 2.0260 1.4213
C -0.8859 2.8759 1.5595
H -1.6333 2.4046 2.2184
H -1.3634 3.0502 0.5812
H -0.6296 3.8627 1.9903
C 3.4664 0.7599 -0.3095
H 4.3240 1.4333 -0.1170
H 3.1854 0.8760 -1.3686
H 3.8192 -0.2758 -0.1667
C 1.0053 2.7076 -1.0181
H -0.0596 2.8888 -1.2343
H 1.4262 2.1666 -1.8801
H 1.5093 3.6925 -0.9596
C 0.1442 -3.5189 4.1094
H 0.6043 -3.5375 5.1078
C -1.0725 -4.1769 3.8823
H -1.5773 -4.7140 4.6914
C -1.6119 -4.1205 2.5878
H -2.5615 -4.6160 2.3569
C -0.9271 -3.4183 1.5955
H -1.3330 -3.3393 0.5823
C 0.2962 -2.7832 1.9176
C 1.0553 -1.9603 0.9572
H 2.1391 -2.0330 1.1279
C 0.4589 -0.8743 -0.9089
C 0.7530 -3.0625 -1.4907
H 0.9462 -4.1224 -1.3358
C 0.4633 -2.3582 -2.6313
H 0.3465 -2.6812 -3.6638
N 0.2921 -1.0077 -2.2643
C 0.0557 0.0699 -3.1828
C 1.0741 0.4212 -4.0957
C 0.8417 1.5068 -4.9573
H 1.6308 1.7992 -5.6602
C -0.3597 2.2343 -4.9285
C -0.5960 3.3858 -5.8794
H -1.1426 4.2079 -5.3864
H -1.2037 3.0616 -6.7455
H 0.3540 3.7859 -6.2711
C -1.3472 1.8503 -4.0049
H -2.2911 2.4072 -3.9646
C -1.1668 0.7730 -3.1220
C -2.2334 0.4145 -2.1181
H -2.3165 -0.6764 -1.9817
H -3.2129 0.8117 -2.4297
H -1.9862 0.8329 -1.1270
C 2.3891 -0.3234 -4.1388
H 2.3087 -1.2554 -4.7283
H 2.7224 -0.6111 -3.1283
H 3.1702 0.2984 -4.6056
C -3.9914 -0.5064 3.0819
C -3.8973 0.2754 1.9518
C -2.6595 0.4430 1.3184
N -1.4879 -0.1605 1.7456
C -1.6269 -0.8743 2.9128
C -2.8393 -1.0706 3.5806
H -4.9383 -0.6380 3.5894
H -4.7785 0.7783 1.5724
H -2.7225 1.1419 0.5493
H -0.8009 -1.2774 3.3991
H -2.8716 -1.6493 4.4952
*
```

Computed properties:
- E_HOMO (alpha / beta) (eV) = 2.376 / 2.379

[4]
DFT (ωB97M-V with the def2-TZVPD basis set) results for a molecular structure, C8H26AgN5O5.

Structure (ORCA input):
```
! RIJCOSX wB97M-V def2-TZVPD def2/J DEFGRID3
* xyz 0 1
Ag -0.1056 -0.0332 0.0400
O 0.0089 2.3760 0.1018
H -0.8423 2.4834 -0.3378
C 4.0690 1.4852 -2.3322
C 2.6208 1.8560 -2.6398
O 1.7529 1.2043 -1.7452
H 4.2459 0.4328 -2.5585
H 4.2164 1.6613 -1.2617
H 4.8058 2.1051 -2.8431
H 2.3877 1.5618 -3.6761
H 2.5454 2.9508 -2.6081
H 1.0911 1.8305 -1.3595
C -2.8364 0.8086 1.5915
O -2.2995 -0.2334 1.2398
N -2.1121 1.9615 1.7519
N -4.2165 0.8820 1.6474
H -1.1995 2.0590 1.2594
H -2.6014 2.7485 2.1313
H -4.6380 -0.0157 1.4885
H -4.7762 1.6158 2.0287
C -2.5235 0.0743 -2.0272
O -1.4138 0.5185 -2.1512
N -2.7695 -1.2695 -1.8295
N -3.6334 0.8518 -2.2933
H -3.7091 -1.5864 -1.7136
H -1.9811 -1.7784 -1.4801
H -3.4878 1.8233 -2.4878
H -4.5760 0.5229 -2.3498
C 2.5537 -2.1770 0.2507
C 1.2657 -2.6409 0.8156
C 0.9063 -2.0069 2.1571
O 0.7688 -0.6015 2.0554
C 1.1031 0.1277 3.1884
N 0.1980 -2.4091 -0.2168
H 3.4470 -2.5650 0.7459
H 2.6795 -1.0916 0.2533
H 2.6198 -2.4933 -0.7947
H 1.2571 -3.7055 1.0971
H 1.7449 -2.2112 2.8378
H -0.0160 -2.4350 2.5692
H 2.1890 0.2058 3.3016
H 0.6523 -0.2805 4.1023
H 0.6880 1.1288 3.0775
H 0.5810 -2.8450 -1.0514
H -0.6598 -2.8967 0.0253
*
```

Computed properties:
- E_HOMO (eV) = -7.326

[5]
DFT (ωB97M-V with the def2-TZVPD basis set) results for 2 unconnected molecules or ions with the total composition C7H2Br3O4.

Structure (ORCA input):
```
! RIJCOSX wB97M-V def2-TZVPD def2/J DEFGRID3
* xyz -1 1
C 0.4700 -0.6274 0.0740
C 0.3769 -0.9687 1.3571
C -1.4102 1.0568 0.5104
C -0.7001 3.8292 1.4130
C -0.4735 0.3041 -0.4837
C -0.8079 -0.9853 2.2972
C -1.7817 0.3049 1.6276
O -1.3321 4.6949 1.0011
O -1.8464 2.2064 0.3161
O 0.0996 3.0777 1.7399
O -0.5802 -1.8662 3.2722
Br 1.7698 -2.1309 2.0601
Br 0.6262 1.7222 -1.3718
Br -2.8023 1.0002 3.0998
H 1.3102 -1.0243 -0.4839
H -1.2413 -0.1819 -1.2346
*
```

Computed properties:
- relative energy (zero: lowest compared OMol25 entry of this formula, charge and spin) (kcal/mol) = 23.7
- E_HOMO (alpha / beta) (eV) = -4.522 / -4.521

Results for strongest force on any atom: 10.047; 10.635; 3.977; 2.137; 7.472 (in eV/Å, following the order of the records).
Results for E_tot: -2351.09960; -1379.38043; -1618.33334; -1117.37878; -8290.94837 (in a.u., following the order of the records).